Molecular formula: H80O40
Method: DFT, ωB97M-V with the def2-TZVPD basis set

Each line ends with the Löwdin charge.
Cartesian coordinates (Å):
H  -4.2515  -1.9946  5.1861  0.044
H  -4.2407  -3.0194  4.0318  0.024
O  -4.4782  -2.1119  4.2590  -0.052
H  2.2606  2.9041  1.6239  0.018
H  2.7953  4.4749  1.7494  0.062
O  2.0663  3.8534  1.7906  -0.076
H  1.1853  -5.2260  -2.9952  -0.029
H  1.8299  -5.6856  -1.5464  0.009
O  1.2624  -5.8837  -2.2891  -0.094
H  2.9790  -0.5322  -3.8875  0.067
H  2.4399  0.8611  -4.2524  0.076
O  2.4265  0.1880  -3.5636  -0.040
H  -0.8967  2.2230  3.4789  0.070
H  -0.9570  0.9993  2.4638  0.064
O  -0.5039  1.3815  3.2178  -0.079
H  -0.1096  6.1395  -1.6670  -0.008
O  -0.3548  6.3234  -2.5687  -0.064
H  -0.1366  5.9559  1.9965  0.008
O  -0.7713  5.8801  2.7237  -0.065
H  -3.4490  3.6286  1.1676  0.051
H  -3.2673  3.1036  -0.3109  0.001
O  -2.8690  3.1605  0.5625  -0.065
H  5.2729  0.4838  4.0659  0.051
H  3.7093  0.0535  4.3867  0.033
O  4.6028  -0.2016  4.1245  -0.059
H  0.5251  -3.6511  -4.8075  0.051
H  -0.0749  -3.4086  -3.4723  0.031
O  0.2629  -4.1367  -4.0188  -0.031
H  4.5615  0.3565  -2.4032  0.003
H  4.3163  1.3547  -1.2446  0.021
O  4.9768  1.0330  -1.8680  -0.040
H  2.5450  -2.7799  -2.0430  0.006
O  3.0775  -3.5877  -2.0252  -0.052
H  -2.8341  -1.9882  -3.6750  0.008
H  -1.4395  -1.2566  -3.6311  -0.029
O  -2.0110  -1.8732  -4.1448  -0.061
H  0.1115  -1.0100  5.0214  0.010
H  -0.7656  -0.1838  4.2914  0.032
O  0.0262  -0.7089  4.0970  -0.088
H  0.8093  -1.3716  -5.9257  0.045
H  0.6276  -0.0092  -6.7991  0.057
O  0.7016  -0.4143  -5.9345  -0.034
H  2.8811  -2.7631  4.6950  0.060
H  1.3739  -2.7459  5.1363  0.042
O  1.9697  -2.9698  4.4216  -0.040
H  1.3906  4.1779  -1.5009  0.030
H  2.0376  2.7793  -1.5009  0.027
O  1.4367  3.3514  -1.9924  -0.031
H  4.5300  -4.1104  2.2130  0.063
H  3.2910  -3.3624  2.8998  0.011
O  3.9316  -3.3563  2.1744  -0.040
H  -3.6908  -0.8627  -1.0996  0.076
O  -2.8124  -0.8903  -1.5448  -0.066
H  2.2016  0.7907  0.7897  0.037
H  1.1969  1.8096  0.1178  0.059
O  2.1271  1.6026  0.2524  -0.072
H  0.2630  -2.1090  2.5742  0.000
O  -0.3131  -2.8811  2.4297  -0.081
H  -1.1104  2.9777  -4.0404  0.017
H  0.1218  3.5220  -3.1932  0.003
O  -0.8018  3.6749  -3.4518  -0.060
H  3.0348  -1.4783  1.6754  0.010
H  3.8564  -0.6238  2.6477  -0.001
O  2.9453  -0.7501  2.2984  -0.072
H  -2.1244  4.3065  -1.8779  0.010
H  -2.2010  5.1568  -0.5646  0.027
O  -2.6231  5.0031  -1.4233  -0.074
H  -3.5456  0.8485  3.0815  0.044
H  -3.4302  0.0831  4.3498  0.027
O  -2.9875  0.7961  3.8714  -0.044
H  3.3736  -0.4907  -0.9548  -0.001
H  2.1953  -0.2787  -1.9002  0.004
O  2.3973  -0.5689  -0.9848  -0.090
H  -0.4944  -4.2671  -0.7341  0.010
H  -1.1366  -5.2643  0.2465  0.028
O  -0.4124  -5.1747  -0.3833  -0.067
H  4.8499  1.2581  1.9912  0.022
H  5.9640  0.7197  1.1617  0.037
O  5.8179  1.3010  1.9198  -0.047
H  -0.3151  4.1919  0.7924  0.029
H  1.1312  4.6258  0.2945  0.055
O  0.1554  4.8945  0.3342  -0.090
H  -3.0153  -3.6798  -3.0236  -0.010
H  -2.1488  -4.9954  -2.8814  0.033
O  -2.9925  -4.5770  -2.6839  -0.046
H  -1.1441  -1.8866  -0.5335  0.058
H  0.3880  -1.7607  -1.2921  0.038
O  -0.5478  -1.9506  -1.2809  -0.045
H  -5.6165  -0.6435  2.7227  0.001
O  -6.3953  -0.1407  2.4429  -0.047
H  0.3735  0.6164  6.8864  0.061
H  1.1362  -0.4845  6.4619  0.038
O  0.2931  -0.3503  6.9276  -0.048
H  -2.8299  0.0872  -1.5527  0.069
H  -1.1640  6.0225  -2.9787  0.016
H  0.4183  -3.4995  2.5928  0.024
H  -0.6904  4.9299  2.8599  0.007
H  3.8001  -3.2483  -1.4716  0.009
H  -6.2718  -0.0892  1.4944  0.015
O  -2.0492  1.6623  -6.1303  -0.080
H  -2.6909  1.0647  -5.6851  0.047
H  -1.3037  1.2792  -5.5718  0.028
O  -0.8583  0.2250  -3.0443  -0.062
H  -0.5032  -0.1889  -3.8435  0.009
H  -0.9641  -0.4935  -2.3678  0.007
O  -3.8039  -3.7227  2.0190  -0.041
H  -3.9248  -3.3394  1.1433  0.045
H  -2.9962  -4.1999  2.1990  0.035
O  -5.7214  0.4989  -3.6550  -0.049
H  -5.3387  -0.3874  -3.5464  0.044
H  -6.0912  0.7804  -2.8151  -0.006
O  -5.1897  1.9671  -1.3369  -0.048
H  -5.4333  2.3067  -2.2144  0.053
H  -6.0922  1.7155  -1.0919  0.050
O  2.1761  1.8227  3.8766  -0.066
H  2.1574  2.5362  4.5145  0.043
H  1.2861  1.4127  3.7790  0.010
O  4.8275  -1.6505  -0.6173  -0.053
H  4.7499  -2.0924  0.2409  0.044
H  5.7353  -1.7935  -0.9290  0.088

Forces on the atoms, in the same order (eV/Å):
-0.108 -0.183 0.062
0.027 0.168 -0.324
-0.017 0.374 0.230
0.694 0.877 -0.015
0.526 -0.688 0.059
-0.708 0.115 0.108
0.664 0.159 0.769
0.085 0.799 -0.435
-0.410 -1.449 -0.504
-0.093 0.017 -0.262
-0.166 0.005 -0.001
0.328 -0.201 -0.087
-0.422 -0.295 -0.543
-0.380 0.321 0.052
0.735 1.450 -0.178
-1.286 -0.604 0.274
1.792 1.521 -1.328
-0.148 0.408 -0.179
0.214 -0.333 0.031
-0.303 0.076 -0.389
-0.420 0.457 0.131
0.805 -0.761 0.773
-0.509 0.497 0.197
0.389 1.062 -0.029
0.403 -1.283 0.257
0.026 -0.398 -0.260
-0.294 -0.398 0.188
-0.100 1.023 -0.167
-0.308 0.102 -0.053
-0.178 -0.041 -0.147
0.551 0.281 0.195
-0.222 -0.222 -0.018
0.278 0.697 0.203
0.025 0.530 0.358
-1.870 -1.083 -0.380
0.833 -0.355 -0.730
0.327 -0.412 -0.647
0.034 0.276 -0.962
-0.246 -0.739 1.994
-0.129 0.352 -0.843
-0.069 -0.672 -0.404
0.038 0.421 1.233
-0.662 0.135 0.283
0.015 -0.034 0.161
0.893 -0.257 -0.305
-0.128 0.008 -0.240
0.052 -0.058 -0.048
0.397 -0.070 0.097
-0.430 -0.032 0.356
0.197 -0.398 -0.247
0.277 0.277 -0.443
0.406 -1.254 -0.190
-2.569 1.523 1.220
-0.261 0.063 -0.330
-0.134 -0.367 0.064
0.375 0.671 0.779
-0.961 0.585 0.189
1.393 -0.140 -0.111
0.268 0.000 0.094
-0.319 -0.282 -0.085
-0.601 0.116 -0.122
-0.195 -0.096 -0.019
-0.540 -0.144 0.107
0.143 0.281 -0.826
0.375 0.256 0.056
0.050 -0.231 -0.498
-0.485 0.009 -0.045
0.167 0.236 0.075
0.107 -0.059 0.065
-0.723 -0.308 -0.135
-0.673 -0.431 0.242
-0.082 0.257 0.643
0.185 -0.766 -0.992
0.057 -0.559 0.212
0.022 0.131 -0.067
-0.347 0.541 0.238
0.202 0.245 0.150
0.306 0.118 -0.002
-0.602 -0.263 -0.247
0.189 -0.263 -0.139
-2.167 0.136 0.979
1.579 0.327 -1.087
0.658 -0.382 -0.172
0.178 0.363 -0.172
-0.696 -0.215 0.493
0.951 0.372 0.594
0.304 0.224 1.669
-0.392 -0.791 -2.136
-0.242 -0.207 0.373
0.500 -0.056 0.001
-0.862 0.054 0.434
-0.012 -0.694 0.309
1.107 0.714 -0.477
1.110 0.011 -0.722
-0.177 -0.637 1.197
-0.641 -0.690 -0.225
-0.209 0.020 0.437
-0.011 -0.294 -0.175
-0.190 0.106 -0.257
0.992 -1.895 2.273
-0.433 0.709 -0.836
-0.486 1.069 -1.352
0.171 -0.089 0.393
0.725 0.694 0.053
0.592 0.635 -0.205
-1.223 0.210 0.750
0.851 -0.576 0.161
0.493 0.232 -0.905
0.077 -0.327 -0.595
-0.305 0.536 0.179
0.167 -0.705 -0.067
-1.117 -0.015 -0.503
1.085 0.447 -0.027
0.214 0.019 0.988
0.234 -0.927 0.024
-0.378 0.149 -0.025
0.398 0.443 0.075
0.601 -0.385 0.113
0.081 -0.043 0.021
-0.282 0.145 0.253

Net charge   0
E_LUMO   -0.79 eV
F_max   3.2 eV/A
HOMO-LUMO gap   8.7 eV
Total energy   -83196.6304 eV
HOMO   -9.46 eV



Molecular formula: H80O40
Method: DFT, ωB97M-V with the def2-TZVPD basis set

Each line ends with the Mulliken spin population.
Cartesian coordinates (Å):
H  -2.0917  -2.9612  1.4218  0.000
H  -1.1461  -3.1228  2.7035  0.000
O  -2.0316  -2.9535  2.3848  0.000
H  5.5331  1.4187  -3.1182  0.000
H  4.2159  2.2174  -3.0629  0.000
O  5.1170  2.1819  -2.7138  0.000
H  2.6697  -3.3023  4.4034  -0.015
H  2.1650  -2.2906  5.5188  -0.018
O  2.6736  -3.1150  5.3737  0.688
H  0.3535  -0.9424  -4.5745  0.000
H  1.2069  -1.1214  -3.5059  0.000
O  0.3384  -0.6109  -3.6686  0.000
H  -3.3934  -0.1873  2.7107  0.000
H  -2.7692  -1.3750  3.5885  0.000
O  -2.6998  -0.4427  3.3441  0.000
H  1.6177  0.3654  2.2438  0.001
O  1.8411  -0.3968  2.8253  0.001
H  0.2346  2.0914  2.7730  0.000
O  1.0854  2.0524  3.2351  0.001
H  5.3284  -0.7722  3.0864  -0.001
H  4.3613  -0.7652  1.8601  -0.001
O  4.4645  -0.4675  2.7842  0.019
H  -1.1644  -5.5829  -2.9060  0.000
H  -0.4277  -4.6363  -2.0243  0.000
O  -0.3230  -5.1072  -2.8725  0.000
H  3.4546  2.1843  5.0065  -0.005
H  4.1336  1.2522  4.1678  -0.008
O  4.3552  2.0650  4.6609  0.219
H  3.6996  -0.1833  -0.7665  0.000
H  2.4421  -0.8936  -0.0868  0.000
O  3.3400  -0.5216  0.0706  0.001
H  -1.8117  -0.5407  0.2129  0.000
O  -2.4341  -1.2279  -0.1013  0.000
H  -0.5969  5.3582  2.8497  0.000
H  -0.8341  6.5748  1.9530  0.000
O  -0.5941  5.6380  1.9386  0.000
H  -0.4222  -0.3880  4.5824  0.000
H  0.0865  -1.5714  3.6451  0.000
O  -0.3584  -1.3208  4.4573  0.007
H  0.3524  0.0020  1.9264  0.000
H  -1.0614  -0.3886  2.2339  0.000
O  -0.4707  -0.2557  1.4640  0.001
H  2.4036  -3.0788  -5.0519  0.000
H  1.1458  -2.2250  -4.6083  0.000
O  2.0619  -2.2149  -4.8833  0.000
H  -5.2993  -3.3892  1.3783  0.000
H  -3.7610  -3.0713  1.7223  0.000
O  -4.4577  -3.7428  1.6903  0.000
H  -0.9333  2.3037  1.0087  0.000
H  -2.1030  3.1895  0.7244  0.000
O  -1.3582  2.7198  0.2583  0.000
H  1.0449  3.2101  -5.4499  0.000
O  0.2721  2.6583  -5.3703  0.000
H  2.1162  0.4665  -2.8352  0.000
H  2.8033  0.1692  -4.0499  0.000
O  3.0102  0.2319  -3.1088  0.000
H  -5.1199  -0.3225  0.5541  0.000
O  -4.6118  -0.2044  1.3647  0.000
H  -5.6108  3.3440  -0.2536  0.000
H  -4.8346  2.0093  -0.3736  0.000
O  -4.7293  2.9683  -0.3576  0.000
H  -2.6722  4.7160  -1.3330  0.000
H  -2.1152  4.2827  0.0357  0.000
O  -2.1742  5.0268  -0.5655  0.000
H  3.6151  4.0330  1.4843  0.000
H  2.2658  4.6230  1.3278  0.000
O  2.6937  3.7652  1.4734  0.001
H  1.8723  -0.0917  6.5034  -0.002
H  1.6841  0.4637  5.0463  -0.003
O  2.2569  0.4539  5.8217  0.048
H  -2.3826  -2.7432  -3.5204  0.000
H  -2.9424  -2.1317  -2.2550  0.000
O  -3.1067  -2.8253  -2.8859  0.000
H  -3.3102  3.8047  -4.1178  0.000
H  -2.3535  2.9287  -3.1450  0.000
O  -3.2097  3.0565  -3.5285  0.000
H  4.0121  -2.3563  0.4447  0.000
H  4.8355  -3.4935  0.8578  0.000
O  4.9392  -2.5410  0.7203  0.002
H  -0.2533  2.1931  -1.9875  0.000
H  0.0367  1.2572  -3.1513  0.000
O  -0.5628  1.9578  -2.9017  0.000
H  0.0586  -4.7104  0.7004  0.000
H  0.8040  -3.3425  0.6037  0.000
O  0.9071  -4.2767  0.8607  0.001
H  -1.7627  -2.9713  -1.0022  0.000
H  -2.4500  -4.2248  -0.3151  0.000
O  -1.6996  -3.6201  -0.3127  0.000
H  0.7681  4.3294  -0.4570  0.000
O  0.9735  5.2303  -0.7247  0.000
H  -0.3126  -1.3138  -0.1833  0.000
H  0.5420  -1.0102  -1.4505  0.000
O  0.5531  -1.4064  -0.5721  0.000
H  0.2170  2.4337  -4.4179  0.000
H  2.7418  -0.0617  2.9929  -0.002
H  -4.2765  -1.0866  1.5910  0.000
H  1.6019  2.8419  2.9844  0.000
H  -3.2078  -0.6716  -0.3047  0.000
H  0.2181  5.7435  -1.0138  0.000
O  1.7804  1.8044  0.3537  0.001
H  1.4921  1.4035  -0.4803  0.000
H  2.5758  1.2548  0.4862  0.000
O  -1.8614  -4.5902  -4.9307  0.000
H  -0.9100  -4.6374  -4.7080  0.000
H  -2.2687  -4.7541  -4.0803  0.000
O  -1.6360  -1.7049  -4.9649  0.000
H  -2.2881  -2.2903  -5.4008  0.000
H  -1.1531  -1.3273  -5.7042  0.000
O  2.4206  3.2213  -2.0050  0.000
H  2.6663  4.1435  -2.1453  0.000
H  2.5842  2.9616  -1.0987  0.000
O  2.2820  -4.4288  2.9988  0.070
H  1.9580  -3.6097  2.6166  -0.001
H  2.1077  -5.0775  2.3079  -0.003
O  -4.1601  0.1527  -2.1610  0.000
H  -3.6389  0.9794  -2.2619  0.000
H  -3.9735  -0.2892  -2.9774  0.000
O  -2.8300  2.6076  2.5546  0.000
H  -2.6750  2.5859  3.4936  0.000
H  -3.7555  2.3540  2.4201  0.000

Forces on the atoms, in the same order (eV/Å):
1.180 -0.083 -0.395
0.097 -0.216 -0.423
-0.506 0.140 0.768
-0.034 -0.077 -0.119
0.096 -0.114 0.243
0.075 0.251 0.126
0.113 -0.602 -0.229
-0.190 0.202 -0.098
0.078 0.198 0.104
-1.369 1.226 -0.410
-1.184 1.491 0.923
2.722 -1.632 0.404
0.437 -0.108 0.679
-0.110 0.080 -0.343
0.098 0.750 0.001
0.376 -0.127 0.533
0.499 0.610 -0.651
0.384 0.391 0.119
-0.232 0.303 0.392
-0.065 0.022 -0.202
0.292 -0.005 0.225
0.109 0.130 0.127
0.399 -0.332 -0.047
0.360 -0.050 -0.294
-0.250 0.123 1.074
0.213 0.621 0.609
0.976 -0.039 -0.268
-1.045 -0.678 -0.353
-0.126 -0.333 -0.036
0.421 0.392 -0.166
-0.604 0.077 -0.058
-0.348 -0.206 0.166
-0.164 1.197 -0.137
-0.079 0.033 0.502
0.022 -0.269 -0.056
0.069 0.104 -0.283
0.007 0.967 -0.499
0.169 0.920 -0.108
0.159 -2.035 0.964
-1.159 -0.519 -1.048
-0.711 -0.024 -0.271
0.088 0.487 1.487
-0.063 -1.016 -0.066
0.033 -1.739 -0.397
0.232 1.520 0.028
0.327 0.187 0.014
-0.801 -0.237 0.191
-0.117 -0.204 -0.211
0.171 -0.393 0.052
0.823 -1.742 -0.021
-0.652 0.110 0.459
0.357 0.308 -0.093
-0.107 -0.613 0.390
0.175 0.463 0.517
0.723 -0.232 -0.374
-0.732 -0.118 -0.115
-0.174 -0.009 0.017
-0.169 -0.182 -0.021
0.060 -0.126 -0.078
-0.177 0.208 -0.117
0.212 -0.113 0.283
-0.083 -0.098 0.253
0.173 1.151 -0.848
-0.282 0.885 -0.570
0.432 -0.165 0.156
-0.409 -0.068 -0.184
0.196 1.012 0.520
-0.438 -0.020 0.275
-0.322 -0.139 -0.094
0.605 0.100 -0.320
0.040 0.121 -0.007
-0.102 0.729 0.401
0.051 -0.643 -0.114
0.707 0.059 0.098
1.099 0.451 -0.362
-1.684 -0.639 0.242
1.073 0.528 -0.038
0.745 -0.042 0.180
-1.494 -0.817 -0.103
-0.584 0.176 -1.093
-0.073 -0.889 -0.282
0.274 0.519 2.035
0.006 0.426 -0.180
-0.266 -0.509 -0.340
-0.030 0.314 -0.146
-0.651 0.272 -0.473
-0.254 0.295 -0.450
0.969 -1.620 0.934
-0.853 0.340 -0.245
1.426 0.422 0.071
-0.255 0.292 0.209
-0.489 -0.225 -0.067
1.418 -0.448 -0.663
-0.168 0.726 -0.750
0.294 -0.940 0.440
-0.358 0.125 -0.392
-0.246 -0.154 -0.454
0.204 -0.246 -0.381
-0.636 -0.638 0.320
-0.120 -1.206 -0.802
-0.486 0.107 0.178
0.041 0.327 0.319
0.507 0.012 -0.444
-0.686 0.100 -0.224
-0.474 0.102 -0.026
-0.583 -0.382 -0.598
0.476 0.159 0.146
-0.202 0.212 -0.288
-0.110 -0.569 -1.124
-0.194 -0.106 0.501
0.275 0.523 0.509
0.771 0.705 1.253
-0.276 -0.126 -0.587
-0.180 -0.001 -0.052
0.546 1.114 0.954
-0.562 -0.333 0.026
-0.047 -0.630 -0.877
-0.247 -0.043 -0.454
-0.118 -0.036 0.559
0.252 0.086 0.044

2S+1   2
Net charge   +1
E_LUMO (spin up / spin down)   -2.82 / -10.45 eV
F_max   3.2 eV/A
HOMO-LUMO gap (spin up / spin down)   9.6 / 2.0 eV
Total energy   -83187.7257 eV
HOMO (spin up / spin down)   -12.41 / -12.41 eV



Q: What is the F_max in the second record?
A: 3.2 eV/A